No. 1
30
Properties=species:S:1:pos:R:3:forces:R:3 method="wB97M-V/def2-TZVPD" e_homo_ev="-6.9 / -6.9" energy_ev=-23920.715 lumo_energy_ev="0.413 / 0.413" relative_energy_ev=3.5736
C -1.5050 3.3326 1.0414 0.90 -1.21 0.33
C 0.4148 0.6993 3.5224 1.13 -0.38 2.07
C -0.9243 -1.1347 -2.2804 -1.69 -0.17 -2.35
C -0.3527 2.6605 0.7508 -0.78 3.73 -2.51
C -0.2473 0.8523 2.4415 -1.32 0.49 -4.87
C -0.5449 -0.2606 -1.3772 0.43 1.48 0.75
C -1.5382 -0.5999 -3.5569 -1.98 -3.49 0.18
C 1.6512 -2.5483 -0.6819 -0.20 3.02 2.44
C 0.3512 -1.9293 0.1003 0.60 -0.92 -0.17
N 0.3365 1.6603 1.3704 -0.53 0.94 1.62
N 0.0203 -0.5575 -0.2164 2.78 -0.12 3.18
O 2.4243 0.4662 1.6052 -0.86 0.41 0.75
P 1.5122 1.0137 0.4167 -1.90 -1.19 -1.84
H -1.9689 4.0892 0.3759 0.79 -0.64 0.59
H -1.9999 3.0868 1.9829 -0.24 0.07 -0.35
H 0.1167 -0.1816 4.0916 0.40 0.68 0.75
H 1.2644 1.3986 3.6705 -0.59 -1.08 0.45
H -1.0935 -2.2109 -2.1323 0.91 0.50 0.20
H 0.2468 3.1168 -0.1471 -1.17 -1.19 1.42
H -1.0575 0.2845 1.9384 0.29 0.03 1.23
H -0.7243 0.8360 -1.3169 -0.04 -0.55 -1.50
H -1.6680 0.4536 -3.4421 0.17 0.72 -0.86
H -1.0400 -1.0816 -4.4353 0.02 1.33 0.37
H -2.5844 -1.1137 -3.6491 1.31 1.23 0.12
H 1.4943 -2.6667 -1.7250 -0.21 -0.27 -0.80
H 2.2941 -1.6053 -0.5390 -0.09 -1.53 -0.60
H 2.1654 -3.4016 -0.2046 -0.59 0.36 -0.19
H -0.5353 -2.5994 -0.0500 0.57 0.58 0.27
H 0.5647 -1.8235 1.1747 0.16 -0.95 -0.17
H 2.9274 -0.2357 1.2715 1.74 -1.86 -0.50

No. 2
29
Properties=species:S:1:pos:R:3:forces:R:3 method="wB97M-V/def2-TZVPD" e_homo_ev=-8.9 energy_ev=-14077.913 lumo_energy_ev=0.816 smiles=Cn1ccnc1.NCCC1CC1 relative_energy_ev=0.7701
C -3.2539 1.2839 -0.0631 -0.40 0.70 -0.46
N -2.6590 -0.0306 0.0224 0.38 -0.03 -0.16
C -2.1602 -0.6778 1.1202 -0.13 0.40 1.13
C -1.4098 -1.7166 0.6676 0.02 -0.34 -0.57
N -1.4434 -1.7456 -0.7242 0.22 0.03 0.98
C -2.1703 -0.7152 -1.0350 -0.11 0.14 -1.50
H -2.7455 1.8611 -0.8586 -0.15 -0.21 0.48
H -4.3133 1.2494 -0.3439 0.16 -0.19 0.16
H -3.1701 1.8409 0.8765 0.14 -0.32 -0.18
H -2.3796 -0.2934 2.1130 0.15 -0.26 -0.24
H -0.8295 -2.4433 1.2185 -0.21 0.09 0.04
H -2.3406 -0.3981 -2.0629 -0.14 -0.01 0.32
N 0.1533 1.7105 0.6924 -0.36 0.12 0.58
C 1.2010 1.8651 -0.2836 -0.08 -0.19 -0.87
C 1.7010 0.5646 -0.9374 0.07 0.06 0.46
C 2.3154 -0.3944 0.0764 -0.05 0.14 -0.39
C 3.6328 -0.0611 0.7302 -0.24 -0.01 0.15
C 3.5523 -1.1616 -0.2993 0.21 -0.16 -0.05
H 0.3922 1.0237 1.3965 0.00 -0.03 -0.03
H -0.7054 1.4074 0.2551 0.10 -0.15 -0.01
H 2.0430 2.3874 0.1658 0.11 0.04 0.12
H 0.7983 2.5282 -1.0616 0.22 -0.05 0.05
H 0.8976 0.0538 -1.4816 -0.05 0.08 0.17
H 2.4435 0.8309 -1.6880 0.25 0.01 -0.08
H 1.5975 -0.9077 0.7116 0.09 -0.05 -0.16
H 3.7513 -0.3506 1.7762 0.08 0.23 -0.34
H 4.0871 0.8818 0.4283 0.07 -0.26 0.17
H 4.0213 -0.9307 -1.2632 -0.35 -0.23 0.34
H 3.6457 -2.2023 0.0274 0.03 0.47 -0.12

No. 3
33
Properties=species:S:1:pos:R:3:forces:R:3 method="wB97M-V/def2-TZVPD" e_homo_ev="-16.6 / -16.7" energy_ev=-23684.521 charge=+2 lumo_energy_ev="-6.649 / -10.689" multiplicity=3
Pd -1.0381 0.0770 0.1572 2.22 -0.09 -1.33
O 1.1801 -1.0096 0.2403 -0.84 1.52 -0.48
C 2.2649 -0.4816 -0.0681 -0.67 -0.27 -0.17
O 0.1747 1.1065 -1.7342 0.11 -0.65 1.42
C 1.3944 1.2279 -1.7378 0.31 0.76 -0.89
O 1.9591 2.0909 -2.5980 0.01 -1.16 1.13
N 2.3893 0.5970 -0.9699 -0.49 -0.79 0.47
C 3.4124 2.0355 -2.4781 0.01 1.03 -0.86
C 3.7186 0.9979 -1.4515 0.39 -0.95 0.58
H 3.7696 3.0212 -2.1684 -0.22 -0.10 -0.25
H 3.8171 1.7755 -3.4591 -0.15 0.20 0.15
H 4.3127 1.3806 -0.6245 0.03 0.07 -0.08
H 4.2247 0.1296 -1.8888 -0.07 0.18 0.14
C 3.4836 -1.0641 0.5169 0.65 -0.33 0.26
C 3.3663 -2.2298 1.1905 0.16 0.50 -0.28
H 4.4576 -0.5640 0.3944 -0.65 -0.42 0.07
H 2.3895 -2.7113 1.3051 0.47 0.19 -0.09
H 4.2331 -2.7362 1.6306 -0.34 0.34 -0.21
N -2.9072 0.7786 -0.4556 0.53 -0.01 -0.66
C -3.7864 0.9883 0.7070 0.26 0.09 -0.38
C -4.2615 -0.3418 1.2664 -0.83 -0.26 0.38
C -3.2916 -1.5178 1.2897 0.46 0.00 0.04
N -1.9297 -1.0623 1.6529 0.67 0.02 0.34
H -3.2615 0.1305 -1.1571 -0.32 0.23 0.01
H -2.5984 1.6259 -0.9268 -0.58 0.21 -0.13
H -3.1836 1.5454 1.4259 -0.16 0.14 0.14
H -4.6231 1.6200 0.3907 0.02 -0.13 0.34
H -4.5992 -0.1712 2.2948 -0.12 0.09 -0.21
H -5.1413 -0.6567 0.6949 0.05 -0.05 0.20
H -3.5987 -2.2881 2.0110 -0.16 0.25 -0.31
H -3.1890 -1.9923 0.3096 -0.14 -0.06 0.09
H -1.2507 -1.8175 1.7483 -0.34 -0.15 0.34
H -1.8877 -0.4838 2.4916 -0.25 -0.40 0.21

No. 4
40
Properties=species:S:1:pos:R:3:forces:R:3 method="wB97M-V/def2-TZVPD" e_homo_ev="-7.1 / -6.2" energy_ev=-102896.903 lumo_energy_ev="-0.731 / -1.480"
Sc 0.8426 -0.2470 1.3463 -1.07 0.57 0.14
S -0.3484 -0.6048 -3.2351 -0.08 0.05 0.18
S -0.7964 0.0060 -1.4602 0.34 -0.68 0.15
S -1.3584 1.1744 1.4739 0.45 -0.38 0.23
S -0.3718 0.8722 3.2219 -0.04 0.09 -0.09
C -2.3084 3.6229 -1.2209 -0.20 -0.08 -0.06
C -0.9205 4.1084 -1.5573 0.24 0.02 0.12
O 0.0471 3.6964 -0.5637 0.12 0.20 0.12
P 0.6309 2.1899 -0.6348 0.07 -0.08 0.25
O 0.0930 -0.8254 -0.4159 -0.05 0.30 -0.57
Te 2.5189 1.9983 0.9364 0.12 0.13 -0.14
O 1.3143 2.1447 -2.0835 0.05 -0.01 -0.34
C 2.3136 3.0727 -2.5406 -0.04 0.00 0.15
C 3.1902 2.3482 -3.5315 0.01 -0.06 -0.01
H -2.9972 3.8853 -2.0269 0.01 0.08 0.03
H -2.6627 4.0673 -0.2919 0.01 -0.01 0.02
H -2.3461 2.5381 -1.1117 0.09 -0.02 -0.01
H -0.8690 5.1970 -1.5456 -0.04 -0.02 -0.04
H -0.5915 3.7640 -2.5413 -0.07 -0.05 0.02
H 2.8870 3.4306 -1.6801 0.02 -0.03 -0.05
H 1.7999 3.9288 -2.9835 0.02 0.00 -0.06
H 3.7253 1.5429 -3.0286 0.01 0.00 -0.01
H 3.9164 3.0262 -3.9808 0.00 0.04 0.04
H 2.5856 1.9094 -4.3251 -0.02 0.02 0.00
C -0.4256 -2.8381 4.5248 -0.02 -0.08 -0.25
N -0.4621 -3.3336 3.1414 -0.03 -0.16 0.08
C -1.4237 -4.1930 2.7080 0.06 0.08 0.07
C -1.5388 -4.5349 1.4064 0.00 -0.01 0.09
C -0.5856 -3.9602 0.5113 0.05 -0.02 -0.10
N 0.4303 -3.2399 0.9676 -0.17 0.03 -0.09
C 0.4353 -2.8409 2.2304 0.40 0.32 0.05
O 1.2383 -1.9231 2.5980 -0.22 -0.29 -0.01
N -0.6612 -4.1089 -0.8158 -0.08 -0.01 0.13
H -1.1670 -3.3934 5.0926 0.00 0.05 0.05
H -0.6543 -1.7735 4.5231 0.03 -0.01 0.08
H 0.5642 -3.0056 4.9401 0.00 0.05 0.02
H -2.0999 -4.5458 3.4735 -0.04 -0.05 -0.05
H -2.3337 -5.1866 1.0792 0.01 0.00 -0.06
H -1.4862 -4.5089 -1.2240 -0.02 -0.02 -0.05
H -0.1243 -3.4600 -1.3759 0.06 0.00 -0.02

No. 5
31
Properties=species:S:1:pos:R:3:forces:R:3 method="wB97M-V/def2-TZVPD" e_homo_ev="-12.2 / -12.0" energy_ev=-17603.436 charge=+1 lumo_energy_ev="-3.858 / -4.142" relative_energy_ev=5.9658
C 3.4524 1.6677 -0.5119 -1.28 0.04 -0.45
C 3.9974 0.6325 -1.3109 1.29 0.21 0.22
C 2.1014 1.4204 -0.6856 -1.63 -1.30 1.36
C 0.7127 -0.4446 -1.5918 -2.38 -0.05 -0.26
C -0.5043 0.4573 -1.2121 2.42 1.34 -1.52
C -0.1654 1.9487 0.5767 2.70 -2.14 -0.13
C -1.5181 -3.3624 0.6920 -2.96 0.33 1.43
C -1.9846 0.3498 0.8398 -1.09 0.43 -2.46
C -2.4737 -1.1251 0.7308 0.66 -1.67 2.15
N 3.1475 -0.2083 -1.8288 -2.00 -0.70 0.81
N 1.9041 0.1815 -1.3013 4.28 4.26 0.56
N 0.0031 2.1467 1.8807 1.84 1.96 3.47
N -0.6545 0.6075 0.2197 0.64 0.79 1.00
O -1.3042 -1.9548 0.6569 0.20 1.13 0.06
H 3.9296 2.4794 0.0421 -0.19 -0.45 -0.49
H 5.0463 0.4522 -1.5010 -0.01 0.15 -0.12
H 0.6411 -1.3072 -0.8883 -0.21 -0.35 -1.48
H 0.7022 -0.5344 -2.7044 -0.47 -1.08 0.91
H -0.3755 1.4730 -1.6530 -0.17 -0.83 0.17
H -1.3931 0.0669 -1.5033 -2.45 -1.49 -1.57
H -0.7033 2.6076 0.0087 -0.85 2.18 -1.18
H -1.8573 -3.6924 1.7461 1.55 0.29 -1.23
H -0.6277 -3.6944 0.2269 0.67 -1.32 0.17
H -2.4510 -3.6982 0.1530 1.02 0.63 -0.35
H -1.9411 0.8062 1.8016 -0.01 -0.43 0.96
H -2.5370 1.0752 0.2284 -0.99 -0.52 0.31
H -2.9362 -1.3746 1.7791 0.04 0.54 -2.11
H -3.0540 -1.5194 -0.1337 -0.43 1.35 0.63
H 0.2692 3.1145 2.2810 -1.04 -1.83 -1.53
H 0.6244 1.5098 2.4161 -0.71 0.13 -0.84
H -0.0502 -0.0810 0.5467 1.57 -1.59 1.53

No. 6
39
Properties=species:S:1:pos:R:3:forces:R:3 method="wB97M-V/def2-TZVPD" e_homo_ev=-11.4 energy_ev=-50440.196 charge=+1 lumo_energy_ev=-6.153
C -1.6943 0.3382 4.1154 0.23 -0.51 0.62
C -1.3637 0.5019 2.4842 0.69 -0.88 2.51
C -1.0511 -1.0125 1.9400 -0.66 -0.44 -0.64
O 0.4215 -1.2409 2.1120 0.68 -1.75 -3.62
C 0.8360 -2.2288 1.0933 -2.67 -6.31 2.18
O 0.4305 -3.5158 1.2474 2.89 8.58 -1.33
C 1.7354 -1.8984 -0.2494 -0.95 1.82 0.27
S 3.3613 -2.8981 -0.2590 -0.80 0.53 -0.57
N 4.6681 -1.7884 0.1568 0.31 0.65 2.15
N 4.9651 -1.7353 1.5183 2.89 3.34 -3.36
N 6.0008 -0.7987 1.7318 -1.86 -0.66 -6.31
C 6.3309 -0.2536 0.3566 -2.61 -2.73 0.69
N 5.4424 -0.9615 -0.6428 2.24 1.77 5.17
O -2.5480 1.1456 1.8963 2.21 -0.48 -3.60
C -2.4279 1.3212 0.4410 -5.43 -2.17 -2.74
O -3.5199 0.9709 -0.2942 7.10 2.47 4.69
C -1.1114 1.8809 -0.3700 -0.13 -0.67 -0.88
S -0.8624 3.7604 -0.1328 1.17 -1.10 0.51
H -0.7456 0.5958 4.7878 -2.03 -0.39 -1.68
H -2.5943 0.9982 4.4684 1.82 -1.12 -0.94
H -1.9600 -0.7912 4.3961 0.49 2.52 -0.83
H -0.3800 1.1338 2.4194 -1.97 -1.02 -0.34
H -1.5908 -1.8677 2.5325 0.88 1.91 -1.11
H -1.2644 -1.1887 0.8028 -0.01 0.69 2.02
H 1.9744 -0.7381 -0.3789 -0.46 -2.55 0.44
H 1.0881 -2.2139 -1.1963 1.59 0.35 2.11
H 7.1368 0.5841 0.0931 -2.01 -2.18 0.56
H 5.3618 -0.8474 -1.6893 -0.09 -0.40 1.54
H -0.1256 1.2701 -0.1834 -2.06 1.23 0.02
H -1.3653 1.7637 -1.5306 0.31 0.09 2.75
H 0.4833 3.8635 0.3245 -1.71 -0.58 -0.51
C -3.1258 0.8699 -4.4910 0.05 0.51 -0.97
O -2.9412 1.1970 -5.6525 0.07 -0.08 0.04
N -3.3801 1.7612 -3.5160 -0.01 1.29 0.79
N -3.0913 -0.4111 -4.0818 0.32 -1.69 0.12
H -3.5348 1.5111 -2.5539 -0.15 -0.03 0.04
H -3.4148 2.7367 -3.7814 -0.06 -0.38 0.07
H -2.9029 -1.1141 -4.7845 -0.14 0.28 0.27
H -3.2409 -0.7001 -3.1298 -0.11 0.10 -0.15